{"formula": "C48H123N5O16", "method": "wB97M-V/def2-TZVPD", "elements": ["C", "O", "H", "H", "H", "H", "C", "O", "H", "H", "H", "H", "C", "O", "H", "H", "H", "H", "O", "H", "H", "O", "H", "H", "O", "H", "H", "O", "H", "H", "O", "H", "H", "O", "H", "H", "O", "H", "H", "O", "H", "H", "C", "C", "C", "C", "C", "C", "N", "O", "C", "C", "C", "H", "H", "H", "H", "H", "H", "H", "H", "H", "H", "H", "H", "H", "H", "H", "H", "H", "H", "H", "C", "C", "C", "C", "C", "C", "N", "O", "C", "C", "C", "H", "H", "H", "H", "H", "H", "H", "H", "H", "H", "H", "H", "H", "H", "H", "H", "H", "H", "H", "C", "C", "C", "C", "C", "C", "N", "O", "C", "C", "C", "H", "H", "H", "H", "H", "H", "H", "H", "H", "H", "H", "H", "H", "H", "H", "H", "H", "H", "H", "C", "C", "C", "C", "C", "C", "N", "O", "C", "C", "C", "H", "H", "H", "H", "H", "H", "H", "H", "H", "H", "H", "H", "H", "H", "H", "H", "H", "H", "H", "C", "C", "C", "C", "C", "C", "N", "O", "C", "C", "C", "H", "H", "H", "H", "H", "H", "H", "H", "H", "H", "H", "H", "H", "H", "H", "H", "H", "H", "H"], "coordinates": [[-1.066, 5.050, 4.460], [0.072, 5.646, 3.807], [-0.889, 4.911, 5.527], [-1.936, 5.695, 4.313], [-1.274, 4.092, 3.991], [0.133, 6.538, 4.168], [2.985, -0.869, 4.776], [4.025, -1.859, 4.920], [3.353, 0.081, 4.403], [2.262, -1.271, 4.068], [2.506, -0.735, 5.749], [3.591, -2.714, 4.845], [6.177, 2.527, 2.417], [5.185, 2.540, 1.385], [6.627, 1.533, 2.495], [7.026, 3.155, 2.134], [5.694, 2.799, 3.348], [5.469, 1.880, 0.738], [3.040, 5.512, 4.378], [3.460, 5.235, 3.547], [2.106, 5.298, 4.269], [0.639, -1.436, -4.733], [0.878, -0.799, -5.415], [-0.239, -1.170, -4.439], [1.015, 4.879, -0.577], [1.101, 3.908, -0.491], [0.666, 5.026, -1.463], [1.399, 7.008, 1.331], [0.988, 6.476, 2.021], [1.451, 6.399, 0.580], [-1.203, 5.236, -3.020], [-1.587, 5.721, -3.760], [-1.730, 5.507, -2.259], [2.417, -2.854, -3.033], [2.647, -2.351, -2.246], [1.931, -2.233, -3.601], [4.686, 5.294, 2.072], [4.889, 4.360, 1.916], [4.504, 5.663, 1.202], [-0.945, 3.154, -4.898], [0.017, 3.166, -4.900], [-1.181, 3.932, -4.375], [-7.112, -1.951, -3.937], [-5.834, -2.681, -3.496], [-4.836, -2.643, -4.642], [-3.421, -2.960, -4.172], [-3.044, -2.005, -3.049], [-3.969, -2.128, -1.849], [-5.312, -1.989, -2.342], [-6.285, -1.835, -1.332], [-3.683, -3.442, -1.107], [-3.636, -0.995, -0.913], [-6.254, -4.148, -3.187], [-7.892, -2.092, -3.195], [-7.406, -2.315, -4.921], [-6.911, -0.879, -4.031], [-5.081, -3.379, -5.412], [-4.886, -1.663, -5.126], [-2.663, -2.825, -4.948], [-3.402, -4.001, -3.841], [-3.162, -0.990, -3.458], [-1.997, -2.064, -2.736], [-2.640, -3.470, -0.777], [-4.323, -3.498, -0.223], [-3.861, -4.329, -1.711], [-4.318, -1.034, -0.051], [-2.619, -1.003, -0.537], [-3.919, -0.030, -1.353], [-6.907, -4.525, -3.977], [-6.749, -4.207, -2.222], [-5.375, -4.795, -3.244], [-6.318, -0.888, -1.164], [5.417, 1.414, -2.186], [6.039, 0.021, -2.178], [6.589, -0.319, -3.577], [7.880, 0.431, -3.907], [8.913, 0.060, -2.857], [8.456, 0.410, -1.445], [7.134, -0.152, -1.235], [6.684, 0.157, 0.091], [9.438, -0.233, -0.490], [8.557, 1.950, -1.274], [4.948, -1.019, -1.930], [5.121, 1.634, -1.161], [4.567, 1.522, -2.853], [6.142, 2.194, -2.419], [6.604, -1.386, -3.804], [5.840, 0.050, -4.296], [7.664, 1.495, -3.807], [8.163, 0.230, -4.939], [9.880, 0.541, -3.041], [9.146, -1.010, -2.931], [10.442, -0.005, -0.856], [9.360, 0.146, 0.527], [9.332, -1.317, -0.560], [8.230, 2.497, -2.150], [7.997, 2.249, -0.385], [9.602, 2.202, -1.086], [4.060, -0.751, -2.505], [4.605, -0.883, -0.891], [5.216, -2.054, -2.110], [6.687, -0.693, 0.542], [1.741, 2.984, 2.080], [0.946, 1.929, 1.284], [-0.510, 2.400, 1.243], [-1.372, 1.673, 0.219], [-0.707, 1.723, -1.142], [0.737, 1.231, -1.143], [1.480, 1.912, -0.094], [2.839, 1.517, -0.126], [0.735, -0.328, -1.061], [1.336, 1.562, -2.509], [0.986, 0.619, 2.102], [2.799, 2.723, 2.100], [1.369, 3.006, 3.105], [1.626, 3.973, 1.636], [-0.943, 2.319, 2.245], [-0.572, 3.480, 1.056], [-2.320, 2.211, 0.161], [-1.557, 0.644, 0.531], [-0.780, 2.750, -1.522], [-1.232, 1.120, -1.890], [-0.238, -0.695, -0.734], [0.916, -0.784, -2.037], [1.536, -0.689, -0.417], [1.264, 2.641, -2.711], [2.401, 1.356, -2.629], [0.798, 1.035, -3.295], [1.975, 0.168, 2.169], [0.350, -0.118, 1.613], [0.613, 0.816, 3.106], [3.321, 2.329, 0.077], [3.052, -4.909, -0.469], [1.703, -4.618, 0.207], [0.722, -3.980, -0.767], [0.084, -4.946, -1.740], [-0.561, -6.103, -0.971], [0.378, -6.796, 0.026], [1.042, -5.763, 0.803], [1.769, -6.309, 1.887], [-0.486, -7.606, 0.960], [1.324, -7.716, -0.747], [1.964, -3.598, 1.317], [2.927, -5.403, -1.436], [3.650, -5.614, 0.126], [3.683, -4.027, -0.574], [-0.095, -3.507, -0.211], [1.283, -3.209, -1.298], [0.801, -5.334, -2.471], [-0.694, -4.440, -2.318], [-1.038, -6.806, -1.656], [-1.386, -5.676, -0.383], [-1.105, -8.314, 0.399], [0.088, -8.245, 1.644], [-1.129, -7.054, 1.648], [2.217, -7.962, -0.156], [0.889, -8.688, -0.983], [1.665, -7.243, -1.668], [2.215, -2.619, 0.898], [2.817, -3.918, 1.912], [1.081, -3.443, 1.939], [2.572, -6.710, 1.513], [-4.823, 1.914, 1.789], [-5.713, 1.979, 3.014], [-5.302, 3.227, 3.788], [-6.313, 3.759, 4.805], [-7.706, 3.849, 4.194], [-8.170, 2.580, 3.465], [-7.096, 2.158, 2.571], [-7.494, 1.048, 1.781], [-8.578, 1.522, 4.510], [-9.361, 2.946, 2.612], [-5.499, 0.717, 3.865], [-3.785, 1.847, 2.142], [-4.902, 2.825, 1.190], [-4.909, 1.072, 1.099], [-4.415, 2.973, 4.394], [-4.893, 4.024, 3.162], [-6.030, 4.772, 5.089], [-6.354, 3.140, 5.702], [-7.751, 4.676, 3.477], [-8.452, 4.060, 4.965], [-9.585, 1.732, 4.874], [-8.724, 0.560, 4.003], [-7.826, 1.400, 5.281], [-9.082, 3.709, 1.882], [-9.758, 2.061, 2.114], [-10.174, 3.369, 3.206], [-4.474, 0.350, 3.796], [-6.147, -0.102, 3.553], [-5.710, 0.911, 4.920], [-7.733, 1.429, 0.931]], "e_homo_ev": -8.260, "homo_lumo_gap_ha": 0.3004, "lumo_ev": -0.1, "relative_energy_kcal_mol": 0.0, "fmax_ev_per_a": 1.94, "charge": 0, "energy_ev": -91976.2878}

=====

{"formula": "C48H126N6O15", "method": "wB97M-V/def2-TZVPD", "elements": ["C", "O", "C", "C", "C", "N", "H", "H", "H", "H", "H", "H", "H", "H", "H", "H", "H", "C", "O", "C", "C", "C", "N", "H", "H", "H", "H", "H", "H", "H", "H", "H", "H", "H", "C", "O", "C", "C", "C", "N", "H", "H", "H", "H", "H", "H", "H", "H", "H", "H", "H", "C", "O", "C", "C", "N", "C", "C", "O", "C", "H", "H", "H", "H", "H", "H", "H", "H", "H", "H", "H", "H", "H", "H", "H", "C", "O", "C", "C", "N", "C", "C", "O", "C", "H", "H", "H", "H", "H", "H", "H", "H", "H", "H", "H", "H", "H", "H", "H", "C", "O", "C", "C", "N", "C", "C", "O", "C", "H", "H", "H", "H", "H", "H", "H", "H", "H", "H", "H", "H", "H", "H", "H", "C", "C", "C", "O", "H", "H", "H", "H", "H", "H", "H", "H", "C", "C", "C", "O", "H", "H", "H", "H", "H", "H", "H", "H", "C", "C", "C", "O", "H", "H", "H", "H", "H", "H", "H", "H", "C", "C", "C", "O", "H", "H", "H", "H", "H", "H", "H", "H", "C", "C", "C", "O", "H", "H", "H", "H", "H", "H", "H", "H", "C", "C", "C", "O", "H", "H", "H", "H", "H", "H", "H", "H"], "coordinates": [[2.694, 7.272, -0.220], [2.658, 6.237, 0.753], [1.359, 5.657, 0.864], [1.418, 4.331, 1.566], [2.360, 3.263, 1.000], [0.083, 3.730, 1.688], [2.282, 6.919, -1.170], [3.684, 7.644, -0.484], [2.137, 8.170, 0.060], [0.707, 6.335, 1.421], [0.973, 5.503, -0.149], [1.748, 4.468, 2.608], [3.365, 3.690, 0.998], [2.151, 3.040, -0.052], [2.328, 2.324, 1.547], [0.181, 2.818, 2.133], [-0.566, 4.290, 2.237], [-5.058, -1.919, 1.057], [-4.408, -1.622, 2.286], [-5.032, -2.133, 3.445], [-4.085, -1.969, 4.621], [-2.852, -2.871, 4.501], [-4.724, -2.147, 5.942], [-5.239, -2.990, 0.952], [-4.426, -1.484, 0.288], [-6.008, -1.374, 1.041], [-5.954, -1.586, 3.679], [-5.256, -3.196, 3.299], [-3.643, -0.969, 4.646], [-2.025, -2.532, 5.120], [-2.539, -2.743, 3.458], [-3.031, -3.948, 4.533], [-5.628, -1.693, 5.810], [-4.971, -3.124, 6.083], [2.798, -0.421, 2.533], [3.643, -1.498, 2.842], [4.288, -1.349, 4.081], [5.055, -2.597, 4.417], [4.174, -3.835, 4.499], [5.840, -2.454, 5.648], [3.244, 0.576, 2.587], [1.938, -0.463, 3.210], [2.332, -0.529, 1.554], [4.971, -0.489, 3.990], [3.605, -0.999, 4.868], [5.884, -2.736, 3.709], [3.338, -3.576, 5.158], [4.623, -4.741, 4.909], [3.681, -4.140, 3.575], [6.588, -1.772, 5.645], [6.334, -3.328, 5.788], [-3.545, -5.359, 1.572], [-2.163, -5.514, 1.339], [-1.617, -4.546, 0.443], [-0.093, -4.629, 0.506], [0.356, -5.836, -0.196], [1.785, -6.096, -0.044], [2.242, -7.278, -0.856], [1.389, -8.388, -0.646], [1.893, -9.562, -1.227], [-3.794, -4.543, 2.256], [-3.789, -6.270, 2.122], [-4.125, -5.294, 0.649], [-1.949, -3.534, 0.708], [-2.054, -4.661, -0.554], [0.163, -4.740, 1.568], [0.403, -3.725, 0.153], [-0.148, -6.598, 0.247], [2.091, -6.335, 0.985], [2.287, -5.163, -0.307], [3.263, -7.566, -0.571], [2.313, -7.114, -1.940], [1.306, -10.382, -0.816], [2.967, -9.710, -1.078], [1.766, -9.668, -2.312], [-2.511, 4.162, 4.294], [-1.898, 4.992, 3.344], [-2.764, 5.881, 2.626], [-3.441, 5.240, 1.437], [-2.475, 5.056, 0.370], [-2.972, 4.365, -0.795], [-1.845, 3.972, -1.757], [-1.268, 5.051, -2.457], [-0.127, 4.672, -3.173], [-1.674, 3.714, 4.835], [-3.152, 3.369, 3.903], [-3.033, 4.692, 5.098], [-2.133, 6.707, 2.300], [-3.528, 6.257, 3.317], [-4.148, 5.977, 1.040], [-3.973, 4.334, 1.762], [-1.619, 4.640, 0.706], [-3.793, 4.904, -1.275], [-3.395, 3.384, -0.522], [-2.304, 3.297, -2.496], [-1.123, 3.313, -1.263], [-0.304, 3.851, -3.878], [0.700, 4.356, -2.525], [0.229, 5.571, -3.675], [1.088, 1.837, 4.571], [0.284, 1.546, 3.439], [-0.722, 0.583, 3.701], [-1.312, 0.264, 2.321], [-0.350, -0.207, 1.336], [-1.023, -0.772, 0.179], [-0.059, -0.680, -1.005], [0.247, 0.683, -1.226], [1.169, 0.876, -2.276], [1.490, 0.933, 5.025], [0.507, 2.427, 5.290], [1.852, 2.551, 4.262], [-1.588, 0.947, 4.263], [-0.352, -0.345, 4.148], [-1.657, 1.232, 1.927], [-2.183, -0.393, 2.380], [0.147, 0.617, 1.011], [-1.944, -0.250, -0.111], [-1.323, -1.780, 0.481], [-0.483, -1.073, -1.937], [0.835, -1.295, -0.842], [1.937, 0.105, -2.392], [1.517, 1.904, -2.234], [0.576, 0.735, -3.196], [0.928, -3.770, -6.915], [1.326, -2.671, -5.922], [0.272, -2.397, -4.843], [2.529, -3.045, -5.266], [0.415, -4.606, -6.436], [1.780, -4.149, -7.482], [0.269, -3.434, -7.721], [1.470, -1.726, -6.444], [0.495, -1.446, -4.356], [0.322, -3.151, -4.053], [-0.752, -2.362, -5.218], [2.385, -3.910, -4.868], [6.056, -1.567, -4.293], [6.229, -0.350, -3.393], [5.315, -0.307, -2.186], [7.614, -0.270, -3.001], [6.834, -1.609, -5.051], [5.034, -1.703, -4.643], [6.265, -2.443, -3.666], [6.103, 0.499, -4.077], [5.422, 0.569, -1.541], [5.604, -1.131, -1.528], [4.248, -0.388, -2.393], [7.731, 0.612, -2.634], [2.979, 3.357, -3.916], [4.322, 3.444, -4.626], [4.075, 3.288, -6.143], [4.722, 4.782, -4.279], [2.417, 2.465, -4.200], [2.361, 4.228, -4.139], [3.067, 3.417, -2.828], [4.990, 2.636, -4.324], [4.864, 3.837, -6.666], [3.167, 3.801, -6.460], [4.064, 2.243, -6.445], [5.554, 4.937, -4.745], [-0.597, 0.453, -6.825], [-1.669, 1.196, -6.062], [-2.513, 2.125, -6.944], [-2.527, 0.321, -5.327], [-0.112, 1.163, -7.499], [-0.964, -0.396, -7.401], [0.182, 0.152, -6.124], [-1.166, 1.836, -5.334], [-3.126, 2.786, -6.333], [-3.034, 1.622, -7.760], [-1.826, 2.799, -7.465], [-3.056, -0.193, -5.946], [-4.465, -1.237, -2.707], [-4.110, 0.246, -2.537], [-4.702, 0.849, -1.263], [-2.720, 0.469, -2.572], [-4.007, -1.786, -1.880], [-3.986, -1.562, -3.633], [-5.529, -1.457, -2.780], [-4.553, 0.745, -3.406], [-4.183, 0.512, -0.363], [-5.759, 0.612, -1.141], [-4.612, 1.936, -1.287], [-2.341, 0.420, -3.460], [-1.551, 0.028, 7.334], [-2.938, 0.582, 7.708], [-3.561, 1.343, 6.526], [-3.761, -0.519, 8.015], [-1.628, -0.581, 6.429], [-1.085, -0.487, 8.172], [-0.848, 0.821, 7.052], [-2.774, 1.184, 8.602], [-3.901, 0.718, 5.703], [-2.856, 2.057, 6.096], [-4.382, 1.869, 7.014], [-3.890, -1.039, 7.193]], "e_homo_ev": -8.084, "homo_lumo_gap_ha": 0.3098, "lumo_ev": 0.3, "smiles": "COC[C@H](C)N.COC[C@H](C)N.COC[C@H](C)N.COCCNCCOC.COCCNCCOC.COCCNCCOC.CC(C)O.CC(C)O.CC(C)O.CC(C)O.CC(C)O.CC(C)O", "relative_energy_kcal_mol": 26.2, "fmax_ev_per_a": 2.34, "charge": 0, "energy_ev": -91465.4280}